ORCA calculation (the ωB97M-V functional and the def2-TZVPD basis) on a molecular structure, C3H5CaO4 in a non-equilibrium geometry.

Structure (XYZ):
```
13
Properties=species:S:1:pos:R:3:mulliken_spin:R:1
H -0.8878 0.2847 0.3550 0.00
C 0.0969 0.3212 1.1196 -0.04
C 0.5524 -0.7903 0.2149 0.03
O -0.5903 -0.0470 2.2408 -0.13
H 1.0284 0.8171 1.4690 -0.01
H 0.4605 -1.8040 0.6225 0.00
H 1.6368 -0.7357 0.0368 0.00
Ca -0.7326 -1.1807 3.9056 1.14
O 0.0892 -0.7415 -1.3444 0.00
C 0.0069 0.4768 -1.7777 0.00
O 0.3394 1.4639 -1.1126 0.00
O -1.0599 0.5884 -2.5729 0.00
H -0.9398 1.3471 -3.1567 0.00
```

Values from the calculation:
HOMO (alpha / beta) = -5.61 / -8.53 eV
HOMO-LUMO gap (alpha / beta) = 5.61 / 8.32 eV
2S+1 = 2



ORCA calculation (the ωB97M-V functional and the def2-TZVPD basis) on a molecular structure, C23H22N6NaO3 in a non-equilibrium geometry.

Structure (XYZ):
```
55
Properties=species:S:1:pos:R:3:lowdin_charge:R:1
Na 0.7048 1.2833 0.8969 0.36
O -1.2968 4.5696 -0.7964 -0.05
C -0.9431 3.5446 -0.1696 -0.53
N -0.2074 2.5458 -0.6320 -0.01
C 0.1721 2.7718 -2.0025 -0.21
C 0.9889 1.6719 -2.6140 -0.25
C 1.5649 1.8911 -3.8727 -0.04
C 2.2943 0.8859 -4.4713 -0.09
C 2.4441 -0.3223 -3.7974 -0.08
C 1.8528 -0.4464 -2.5545 -0.13
N 1.1439 0.5200 -1.9698 0.13
C -1.3885 3.4363 1.2759 -0.18
C -2.1746 4.4689 1.7872 -0.01
C -2.5645 4.4279 3.1125 -0.08
C -2.1404 3.3678 3.9022 -0.07
C -1.3601 2.3889 3.3109 -0.12
N -1.0065 2.4033 2.0287 0.10
H 0.7259 3.7162 -2.1079 0.12
H -0.7212 2.9134 -2.6325 0.13
H 1.4252 2.8491 -4.3585 0.11
H 2.7457 1.0340 -5.4450 0.10
H 3.0104 -1.1391 -4.2247 0.09
H 1.9499 -1.3689 -1.9886 0.09
H -2.4510 5.2796 1.1299 0.11
H -3.1772 5.2183 3.5296 0.10
H -2.3980 3.3081 4.9509 0.10
H -0.9786 1.5624 3.9014 0.11
N -0.4413 -1.6421 2.9017 0.01
C 0.7691 -1.4646 3.7151 -0.20
C 1.4985 -0.0950 3.5888 -0.68
O 2.0402 0.3542 4.6064 -0.04
O 1.5310 0.3995 2.4183 -0.15
H -0.1903 -1.4565 1.9364 0.01
H -1.1061 -0.9169 3.1427 0.05
H 1.4817 -2.2396 3.4153 0.10
H 0.5233 -1.6345 4.7633 0.10
N -1.7825 -0.6247 -0.6860 0.15
C -1.4435 -1.8923 -1.0542 -0.25
C -2.2904 -2.7178 -1.7714 -0.04
C -1.9165 -4.0252 -2.1155 -0.10
C -0.6994 -4.5370 -1.7549 -0.07
C 0.1945 -3.7350 -1.0117 -0.16
C 1.4662 -4.1814 -0.5870 -0.02
C 2.2741 -3.3489 0.1343 -0.05
C 1.8133 -2.0534 0.4458 -0.14
N 0.6431 -1.6071 0.0694 0.09
C -0.1709 -2.4143 -0.6487 -0.17
H -2.5395 -0.1806 -1.1725 0.10
H -1.0251 -0.0142 -0.4231 0.05
H -3.2616 -2.3431 -2.0741 0.10
H -2.6140 -4.6366 -2.6752 0.10
H -0.4118 -5.5435 -2.0350 0.10
H 1.7802 -5.1895 -0.8340 0.11
H 3.2481 -3.6707 0.4783 0.10
H 2.4145 -1.3708 1.0389 0.11
```

Values from the calculation:
HOMO = -4.96 eV
HOMO-LUMO gap = 7.26 eV
charge = -1



ORCA calculation (the ωB97M-V functional and the def2-TZVPD basis) on 2 unconnected molecules or ions with the total composition CHFIO3S in a non-equilibrium geometry.

Structure (XYZ):
```
8
Properties=species:S:1:pos:R:3:lowdin_charge:R:1
C -0.3240 -1.0898 -0.0816 -0.77
O -0.3302 1.9905 -0.7093 -0.41
O 0.4427 1.1128 1.5494 -0.41
O 1.9418 1.1306 -0.5511 -0.40
F 0.0814 -1.8392 -1.1099 -0.14
S 0.6015 1.1906 0.0874 0.51
I -2.4688 -1.0556 -0.0011 0.63
H 0.0556 -1.4399 0.8162 -0.02
```

Values from the calculation:
HOMO = -4.35 eV
HOMO-LUMO gap = 7.27 eV
charge = -1



ORCA calculation (the ωB97M-V functional and the def2-TZVPD basis) on a molecular structure, C21H15F5N3OPbS in a non-equilibrium geometry.

Structure (XYZ):
```
47
Properties=species:S:1:pos:R:3:lowdin_charge:R:1
Pb -0.0690 -0.7042 -0.0760 1.16
N 3.7119 0.0137 -2.6921 0.03
C 2.5226 -0.0338 -2.0033 -0.92
S 2.4308 -1.2598 -0.7821 0.44
N 1.6487 0.8527 -2.3238 -0.04
N 0.4444 0.9092 -1.7052 -0.14
C -0.3336 1.8167 -2.2128 -0.09
C -1.6520 2.2038 -1.8491 -0.15
C -2.2463 3.1974 -2.6494 -0.07
C -3.5145 3.6673 -2.4310 -0.14
C -4.2510 3.1569 -1.3586 -0.12
C -3.7083 2.2049 -0.5447 -0.04
C -2.4015 1.6689 -0.7468 -0.40
O -1.9791 0.7737 0.0494 -0.24
H 4.2675 -0.8223 -2.6076 0.05
H 3.6283 0.3931 -3.6218 0.08
H 0.1034 2.3657 -3.0517 0.12
H -1.6697 3.5942 -3.4775 0.10
H -3.9473 4.4236 -3.0733 0.08
H -5.2554 3.5202 -1.1767 0.09
H -4.2708 1.8058 0.2883 0.10
C -0.9496 2.9574 2.4753 -0.05
C -0.0199 1.8003 2.6725 -0.30
C -0.4836 0.6107 3.2197 -0.09
C 0.3605 -0.4752 3.3725 -0.14
C 1.6861 -0.3857 2.9799 -0.15
C 2.1633 0.7999 2.4484 -0.12
C 1.3143 1.8821 2.2965 -0.06
H -1.0348 3.5566 3.3846 0.08
H -1.9374 2.5907 2.2093 0.07
H -0.5918 3.5990 1.6738 0.08
H -1.5229 0.5275 3.5002 0.11
H -0.0201 -1.3983 3.7860 0.10
H 2.3404 -1.2386 3.0710 0.10
H 3.1944 0.8751 2.1371 0.10
H 1.6876 2.7979 1.8611 0.11
F -2.2680 -3.1141 0.0774 0.03
C -2.0878 -3.0198 -1.2583 -0.28
C -1.1513 -2.1232 -1.7542 -0.13
C -1.0280 -2.1260 -3.1371 -0.25
F -0.1433 -1.3112 -3.7418 0.06
C -1.7738 -2.9546 -3.9721 -0.15
F -1.6081 -2.9371 -5.3113 0.08
C -2.6989 -3.8286 -3.4247 -0.15
F -3.4258 -4.6385 -4.2199 0.09
C -2.8596 -3.8614 -2.0492 -0.15
F -3.7506 -4.7157 -1.5048 0.08
```

Values from the calculation:
HOMO = -4.34 eV
HOMO-LUMO gap = 7.21 eV
charge = -1



Values for energy relative to the best compared isomer or geometry (same formula, charge and spin), eV, ordered as above
4.945 0.448 1.483 0.331
Values for energy, eV, ordered as above
-29816.526 -43712.511 -28849.167 -58210.238